#one
{"formula": "C28H25N3O6", "method": "ωB97M-V/def2-TZVPD", "symbols": ["C", "C", "C", "C", "C", "N", "C", "O", "N", "C", "C", "C", "C", "C", "C", "C", "O", "C", "O", "C", "C", "C", "C", "C", "C", "C", "C", "C", "N", "C", "O", "O", "C", "C", "O", "C", "C", "H", "H", "H", "H", "H", "H", "H", "H", "H", "H", "H", "H", "H", "H", "H", "H", "H", "H", "H", "H", "H", "H", "H", "H", "H"], "positions_angstrom": [[7.09, 1.95, 5.53], [6.16, 1.48, 4.45], [6.14, 0.15, 4.05], [5.28, -0.30, 3.07], [4.40, 0.59, 2.46], [3.53, 0.23, 1.43], [3.11, -1.03, 1.13], [3.37, -2.03, 1.78], [2.34, -1.12, -0.02], [1.69, -2.39, -0.29], [0.19, -2.28, -0.29], [-0.46, -1.57, 0.71], [-1.84, -1.38, 0.71], [-2.54, -1.96, -0.32], [-1.91, -2.72, -1.30], [-0.54, -2.89, -1.31], [-2.83, -3.18, -2.20], [-4.08, -2.71, -1.73], [-3.89, -1.92, -0.58], [2.29, -0.12, -1.07], [0.95, 0.57, -1.11], [-0.03, 0.22, -1.97], [-1.35, 0.75, -1.88], [-2.41, 0.31, -2.68], [-3.69, 0.78, -2.48], [-3.93, 1.76, -1.49], [-2.89, 2.20, -0.69], [-1.61, 1.69, -0.86], [-0.57, 2.09, -0.07], [0.71, 1.61, -0.11], [1.55, 2.07, 0.64], [-5.16, 2.30, -1.30], [-6.09, 2.01, -2.32], [-5.99, 0.54, -2.71], [-4.70, 0.27, -3.25], [4.41, 1.93, 2.85], [5.28, 2.36, 3.83], [8.03, 1.41, 5.49], [6.65, 1.77, 6.51], [7.29, 3.01, 5.44], [6.82, -0.55, 4.52], [5.27, -1.33, 2.78], [2.95, 1.00, 1.09], [2.03, -3.07, 0.50], [2.04, -2.78, -1.26], [0.13, -1.13, 1.50], [-2.33, -0.81, 1.47], [-0.07, -3.46, -2.09], [-4.56, -2.12, -2.52], [-4.72, -3.58, -1.48], [3.09, 0.60, -0.92], [2.45, -0.63, -2.03], [0.17, -0.52, -2.74], [-2.24, -0.43, -3.45], [-3.10, 2.93, 0.07], [-0.75, 2.80, 0.64], [-7.08, 2.24, -1.92], [-5.89, 2.64, -3.20], [-6.70, 0.28, -3.49], [-6.16, -0.09, -1.82], [3.73, 2.62, 2.38], [5.28, 3.40, 4.12]], "lowdin_charge": [-0.06, -0.30, -0.05, -0.01, -0.22, 0.14, -0.49, 0.06, -0.04, -0.10, -0.21, -0.03, 0.02, -0.21, -0.21, 0.04, 0.04, -0.16, 0.03, -0.08, -0.10, 0.04, -0.15, 0.07, -0.20, -0.19, 0.08, -0.18, 0.19, -0.40, 0.04, -0.01, -0.14, -0.15, -0.04, -0.02, -0.05, 0.07, 0.08, 0.07, 0.11, 0.10, 0.08, 0.13, 0.13, 0.13, 0.12, 0.13, 0.13, 0.14, 0.13, 0.13, 0.13, 0.14, 0.13, 0.17, 0.14, 0.14, 0.14, 0.14, 0.11, 0.11], "homo_ev": -7.6, "smiles": "Cc1ccc(NC(=O)N(Cc2ccc3c(c2)OCO3)Cc2cc3cc4c(cc3[nH]c2=O)OCCO4)cc1", "charge": 0, "lumo_energy_ev": 0.055}


#two
{"formula": "C28H25N3O6", "method": "ωB97M-V/def2-TZVPD", "symbols": ["C", "C", "O", "C", "C", "C", "C", "C", "N", "C", "O", "C", "N", "C", "O", "C", "C", "C", "C", "O", "C", "C", "O", "N", "C", "C", "C", "C", "C", "O", "C", "C", "C", "C", "C", "C", "C", "H", "H", "H", "H", "H", "H", "H", "H", "H", "H", "H", "H", "H", "H", "H", "H", "H", "H", "H", "H", "H", "H", "H", "H", "H"], "positions_angstrom": [[-4.18, 2.76, -1.62], [-5.03, 1.56, -1.28], [-6.21, 1.50, -1.53], [-4.33, 0.45, -0.57], [-5.10, -0.48, 0.12], [-4.51, -1.48, 0.86], [-3.12, -1.57, 0.93], [-2.35, -0.65, 0.23], [-0.93, -0.74, 0.30], [-0.23, -0.38, 1.39], [0.96, -0.62, 1.54], [-0.96, 0.50, 2.42], [-0.33, 1.80, 2.35], [-0.78, 2.74, 1.48], [-1.85, 2.67, 0.90], [0.14, 3.88, 1.31], [0.01, 5.00, 0.52], [1.20, 5.73, 0.69], [1.97, 5.01, 1.55], [1.34, 3.89, 1.93], [-0.26, -1.24, -0.90], [0.08, -2.74, -0.79], [-0.37, -3.55, -1.57], [0.88, -3.04, 0.24], [1.43, -4.36, 0.44], [2.91, -4.37, 0.23], [3.83, -3.37, 0.26], [5.08, -3.98, -0.03], [4.82, -5.30, -0.20], [3.51, -5.55, -0.05], [0.96, -0.40, -1.25], [2.11, -0.98, -1.76], [3.21, -0.19, -2.07], [3.16, 1.18, -1.88], [2.00, 1.77, -1.41], [0.91, 0.98, -1.10], [-2.94, 0.35, -0.53], [-3.56, 3.04, -0.77], [-3.54, 2.52, -2.46], [-4.83, 3.59, -1.90], [-6.18, -0.39, 0.07], [-5.11, -2.20, 1.39], [-2.64, -2.33, 1.51], [-0.81, 0.08, 3.42], [-2.02, 0.61, 2.20], [0.63, 1.85, 2.66], [-0.84, 5.25, -0.08], [1.46, 6.66, 0.23], [2.95, 5.18, 1.96], [-0.98, -1.16, -1.72], [1.25, -2.27, 0.81], [1.19, -4.70, 1.46], [0.94, -5.03, -0.27], [3.66, -2.33, 0.45], [6.03, -3.49, -0.09], [5.45, -6.13, -0.43], [2.16, -2.04, -1.91], [4.11, -0.65, -2.45], [4.02, 1.79, -2.12], [1.95, 2.84, -1.27], [0.01, 1.45, -0.73], [-2.32, 1.05, -1.07]], "lowdin_charge": [-0.01, -0.40, 0.09, -0.13, 0.00, -0.05, 0.01, -0.22, 0.05, -0.41, 0.06, -0.05, 0.11, -0.43, 0.07, -0.19, 0.01, -0.05, -0.10, 0.05, -0.10, -0.46, 0.08, 0.09, -0.08, -0.25, -0.03, -0.06, -0.12, 0.05, -0.16, -0.03, -0.07, -0.08, -0.07, -0.03, 0.04, 0.06, 0.09, 0.09, 0.12, 0.11, 0.13, 0.14, 0.12, 0.15, 0.12, 0.10, 0.13, 0.17, 0.10, 0.13, 0.13, 0.11, 0.10, 0.12, 0.12, 0.11, 0.10, 0.10, 0.10, 0.11], "homo_ev": -8.6, "smiles": "CC(=O)c1cccc(N(C(=O)CNC(=O)c2ccco2)[C@H](C(=O)NCc2ccco2)c2ccccc2)c1", "charge": 0, "lumo_energy_ev": 0.216}


Name the most stable of them. #one.


#one
{"formula": "C2H5N2", "method": "ωB97M-V/def2-TZVPD", "symbols": ["N", "C", "C", "N", "H", "H", "H", "H", "H"], "positions_angstrom": [[-1.52, 0.15, -0.07], [-0.21, 0.10, -0.09], [1.06, -0.56, -0.12], [0.84, 0.91, 0.02], [-2.07, -0.69, -0.24], [-1.90, 1.05, 0.10], [1.15, -1.04, 0.80], [1.39, -1.03, -1.05], [1.21, 1.92, 0.01]], "lowdin_charge": [0.27, -0.26, 0.04, 0.17, 0.16, 0.14, 0.11, 0.14, 0.23], "homo_ev": -16.1, "smiles": "[NH2+]=C1CN1", "charge": 1, "lumo_energy_ev": -3.822}


#two
{"formula": "C2H5N2", "method": "ωB97M-V/def2-TZVPD", "symbols": ["N", "C", "N", "C", "H", "H", "H", "H", "H"], "positions_angstrom": [[1.26, 0.27, -0.29], [0.54, -0.73, 0.28], [-0.97, -0.05, -0.16], [0.22, 0.57, 0.55], [1.27, 0.44, -1.37], [0.65, -1.84, 0.48], [-1.81, -0.20, 0.40], [-1.10, 0.23, -1.18], [-0.05, 1.31, 1.28]], "lowdin_charge": [0.13, -0.02, 0.19, -0.21, 0.20, 0.20, 0.16, 0.19, 0.18], "homo_ev": -16.3, "smiles": "N1[C@@H]2[NH2+][C@H]12", "charge": 1, "lumo_energy_ev": -3.896}


Name the most stable of them. #one.


#one
{"formula": "C7H13F", "method": "ωB97M-V/def2-TZVPD", "symbols": ["C", "C", "C", "C", "H", "H", "H", "H", "H", "H", "H", "H", "C", "C", "C", "F", "H", "H", "H", "H", "H"], "positions_angstrom": [[-0.43, -1.56, 0.49], [-0.23, -0.83, 1.56], [0.83, -1.15, 2.59], [-1.03, 0.49, 1.90], [-1.24, -1.26, -0.16], [0.17, -2.47, 0.27], [0.99, -2.19, 2.45], [1.77, -0.63, 2.38], [0.63, -0.91, 3.58], [-2.06, 0.44, 2.01], [-0.66, 0.72, 2.90], [-0.67, 1.28, 1.27], [-0.65, 1.72, -1.74], [0.47, 1.40, -2.26], [0.77, 0.05, -2.93], [1.46, 2.32, -2.41], [-1.33, 0.97, -1.57], [-0.88, 2.58, -1.17], [0.04, 0.00, -3.79], [0.27, -0.82, -2.19], [1.78, -0.16, -3.19]], "lowdin_charge": [-0.01, -0.38, -0.07, -0.04, 0.05, 0.08, 0.06, 0.09, 0.05, 0.05, 0.06, 0.06, 0.03, -0.41, -0.02, 0.02, 0.04, 0.07, 0.09, 0.12, 0.05], "homo_ev": -9.5, "smiles": "C=C(C)C.C=C(C)F", "charge": 0, "lumo_energy_ev": 0.948}


#two
{"formula": "C7H13F", "method": "ωB97M-V/def2-TZVPD", "symbols": ["C", "C", "C", "C", "C", "F", "C", "C", "H", "H", "H", "H", "H", "H", "H", "H", "H", "H", "H", "H", "H"], "positions_angstrom": [[1.36, 0.67, -2.00], [1.12, 1.46, -0.80], [0.42, 1.10, 0.26], [-0.07, -0.26, 0.81], [0.74, -1.47, 0.35], [0.06, -0.11, 2.18], [-1.58, -0.43, 0.50], [-1.88, -0.55, -1.00], [1.08, 1.28, -2.84], [0.73, -0.19, -2.09], [2.40, 0.33, -2.15], [1.48, 2.51, -0.81], [0.17, 1.91, 0.94], [1.77, -1.17, 0.45], [0.45, -1.71, -0.67], [0.51, -2.32, 1.03], [-2.12, 0.42, 0.96], [-1.99, -1.33, 0.94], [-2.90, -0.70, -1.27], [-1.37, -1.48, -1.35], [-1.50, 0.36, -1.51]], "lowdin_charge": [-0.11, -0.17, -0.04, -0.52, -0.01, 0.00, -0.18, -0.09, 0.08, 0.04, 0.10, 0.11, 0.11, 0.09, 0.06, 0.10, 0.12, 0.11, 0.06, 0.07, 0.08], "homo_ev": -9.5, "smiles": "C/C=C\\[C@@](C)(F)CC", "charge": 0, "lumo_energy_ev": 0.998}


Name the most stable of them. #two.


#one
{"formula": "C15H20N4O3S2", "method": "ωB97M-V/def2-TZVPD", "symbols": ["C", "C", "C", "C", "C", "C", "N", "N", "C", "N", "C", "O", "N", "S", "O", "O", "C", "C", "C", "C", "C", "C", "C", "S", "H", "H", "H", "H", "H", "H", "H", "H", "H", "H", "H", "H", "H", "H", "H", "H", "H", "H", "H", "H"], "positions_angstrom": [[-6.63, -0.69, -2.26], [-7.00, 0.11, -1.01], [-5.79, 0.39, -0.11], [-5.21, -0.87, 0.52], [-4.07, -0.56, 1.48], [-2.86, -0.05, 0.79], [-2.66, -0.09, -0.48], [-1.49, 0.40, -0.87], [-0.77, 0.83, 0.10], [0.48, 1.35, -0.06], [1.31, 1.63, 0.99], [0.96, 1.58, 2.15], [2.58, 1.96, 0.59], [3.30, 1.32, -0.81], [2.48, 1.72, -1.92], [4.66, 1.72, -0.76], [3.12, -0.43, -0.52], [2.10, -1.13, -1.14], [1.93, -2.47, -0.83], [2.75, -3.10, 0.10], [2.56, -4.54, 0.43], [3.77, -2.36, 0.71], [3.95, -1.03, 0.40], [-1.50, 0.65, 1.68], [-6.32, -1.70, -2.00], [-5.82, -0.21, -2.79], [-7.49, -0.76, -2.93], [-7.76, -0.43, -0.44], [-7.43, 1.06, -1.32], [-5.01, 0.88, -0.70], [-6.10, 1.08, 0.68], [-4.84, -1.53, -0.26], [-6.00, -1.39, 1.07], [-3.79, -1.46, 2.04], [-4.38, 0.19, 2.22], [0.83, 1.50, -1.01], [3.22, 2.20, 1.34], [1.47, -0.64, -1.87], [1.13, -3.03, -1.30], [2.87, -4.76, 1.45], [3.17, -5.15, -0.24], [1.52, -4.84, 0.30], [4.42, -2.84, 1.42], [4.74, -0.45, 0.85]], "lowdin_charge": [-0.11, -0.27, -0.23, -0.22, -0.20, -0.58, 0.00, 0.01, -0.58, 0.11, -0.59, 0.03, 0.01, 0.70, -0.28, -0.26, -0.29, -0.05, -0.01, -0.26, -0.04, -0.02, -0.05, 1.14, 0.06, 0.08, 0.07, 0.10, 0.10, 0.10, 0.11, 0.10, 0.12, 0.12, 0.11, 0.11, 0.14, 0.11, 0.12, 0.08, 0.09, 0.08, 0.12, 0.12], "homo_ev": -9.1, "smiles": "CCCCCc1nnc(NC(=O)NS(=O)(=O)c2ccc(C)cc2)s1", "charge": 0, "lumo_energy_ev": 0.281}


#two
{"formula": "C15H20N4O3S2", "method": "ωB97M-V/def2-TZVPD", "symbols": ["C", "C", "C", "N", "N", "C", "N", "C", "O", "C", "C", "C", "C", "S", "O", "O", "N", "C", "C", "C", "C", "C", "C", "S", "H", "H", "H", "H", "H", "H", "H", "H", "H", "H", "H", "H", "H", "H", "H", "H", "H", "H", "H", "H"], "positions_angstrom": [[4.49, 3.11, -1.02], [3.92, 2.64, 0.32], [3.52, 1.22, 0.27], [2.33, 0.77, 0.40], [2.20, -0.54, 0.31], [3.32, -1.16, 0.09], [3.49, -2.50, -0.05], [2.51, -3.49, -0.08], [2.84, -4.64, -0.12], [1.11, -2.97, -0.07], [0.56, -2.47, -1.25], [-0.71, -1.94, -1.23], [-1.42, -1.92, -0.05], [-3.03, -1.12, -0.03], [-3.81, -1.62, -1.12], [-3.58, -1.24, 1.29], [-2.58, 0.44, -0.41], [-1.71, 1.10, 0.53], [-2.38, 1.58, 1.82], [-3.53, 1.20, -1.20], [-4.87, 1.44, -0.51], [-0.90, -2.46, 1.11], [0.37, -2.99, 1.10], [4.70, -0.07, -0.01], [4.76, 4.16, -0.96], [5.37, 2.54, -1.28], [3.75, 2.99, -1.81], [4.67, 2.78, 1.10], [3.03, 3.22, 0.58], [4.44, -2.84, -0.10], [1.14, -2.48, -2.16], [-1.17, -1.53, -2.12], [-0.93, 0.38, 0.78], [-1.23, 1.94, 0.02], [-3.01, 2.45, 1.64], [-1.61, 1.86, 2.54], [-2.98, 0.78, 2.24], [-3.06, 2.14, -1.48], [-3.71, 0.61, -2.10], [-5.28, 0.49, -0.18], [-4.77, 2.09, 0.35], [-5.56, 1.90, -1.21], [-1.50, -2.43, 2.01], [0.80, -3.41, 2.00]], "lowdin_charge": [-0.11, -0.25, -0.60, 0.02, 0.02, -0.60, 0.12, -0.42, 0.12, -0.17, -0.01, -0.04, -0.27, 0.67, -0.28, -0.29, -0.26, -0.24, -0.07, -0.25, -0.07, -0.04, 0.00, 1.08, 0.07, 0.06, 0.08, 0.11, 0.12, 0.15, 0.13, 0.12, 0.10, 0.12, 0.06, 0.07, 0.06, 0.12, 0.11, 0.07, 0.06, 0.08, 0.12, 0.13], "homo_ev": -9.1, "smiles": "CCc1nnc(NC(=O)c2ccc(S(=O)(=O)N(CC)CC)cc2)s1", "charge": 0, "lumo_energy_ev": 0.220}


Name the most stable of them. #one.


#one
{"formula": "C3H3ClN2", "method": "ωB97M-V/def2-TZVPD", "symbols": ["C", "C", "C", "H", "H", "H", "N", "N", "Cl"], "positions_angstrom": [[1.17, -0.26, 0.72], [0.11, 0.20, 0.18], [-0.32, -0.21, -1.12], [3.10, -1.50, 0.39], [1.20, -2.01, -0.62], [1.52, -0.05, 1.78], [1.51, -1.58, 0.16], [-0.30, -0.74, -2.13], [-1.18, 1.26, 0.80]], "lowdin_charge": [-0.23, -0.70, -0.30, 0.28, -0.03, 0.14, 0.04, 0.17, 0.63], "homo_ev": -9.3, "charge": 0, "lumo_energy_ev": -0.605}


#two
{"formula": "C3H3ClN2", "method": "ωB97M-V/def2-TZVPD", "symbols": ["C", "C", "C", "N", "N", "Cl", "H", "H", "H"], "positions_angstrom": [[-0.36, -0.85, 0.16], [-1.32, 0.27, -0.15], [1.95, -0.32, -0.38], [0.91, -0.71, 0.13], [-1.32, 1.50, 0.02], [3.52, 0.17, 0.05], [-0.59, -1.95, 0.31], [-2.25, -0.28, -0.36], [-0.53, 2.17, 0.20]], "lowdin_charge": [-0.14, -0.28, -0.55, -0.05, 0.08, 0.62, 0.13, 0.09, 0.08], "homo_ev": [-8.1, -8.1], "charge": 0, "lumo_energy_ev": [-0.447, -0.447]}


Name the most stable of them. #two.